# 1
C3H2Br2O | ωB97M-V/def2-TZVPD

The geometry in ORCA input format:
```
! RIJCOSX wB97M-V def2-TZVPD def2/J DEFGRID3
* xyz 0 3
C 0.30 -0.14 0.09
C 1.13 -0.67 1.01
C 1.95 0.23 1.79
O 2.22 1.36 1.43
Br 1.43 -2.55 1.12
Br 2.58 -0.61 3.37
H -0.40 -0.59 -0.57
H 0.07 0.88 -0.06
*
```

LUMO energy (spin up / spin down) = 0.4824 / -4.6071 eV
Highest occupied orbital energy (spin up / spin down) = -6.924 / -9.486 eV
Max |F| = 5.0 eV/Å
Gap between HOMO and LUMO (spin up / spin down) = 7.41 / 4.88 eV
Energy above the lowest of the compared OMol25 structures with the same formula, charge and spin = 110.9 kJ/mol
Expectation value of S² = 2.02



# 2
C3H2Br2P2 | ωB97M-V/def2-TZVPD

The geometry in ORCA input format:
```
! RIJCOSX wB97M-V def2-TZVPD def2/J DEFGRID3
* xyz 0 1
C -0.28 -1.00 -0.41
C -1.02 0.15 -0.07
C 1.09 -0.97 -0.13
P 1.76 1.11 0.89
P -0.14 1.62 0.04
Br 2.35 -2.26 -0.47
Br -1.06 3.07 1.37
H -0.62 -2.07 -0.88
H -2.08 0.36 -0.34
*
```

LUMO energy (spin up / spin down) = -1.3449 / -1.6273 eV
Highest occupied orbital energy (spin up / spin down) = -8.139 / -7.887 eV
Max |F| = 4.2 eV/Å
Gap between HOMO and LUMO (spin up / spin down) = 6.79 / 6.26 eV
Energy above the lowest of the compared OMol25 structures with the same formula, charge and spin = 219.3 kJ/mol



Number 1: molar mass 213.9 u. Number 2: molar mass 259.8 u.